Here is the molecule C2H4O2S2 in a non-equilibrium geometry from the OMol25 dataset. Energies are from ωB97M-V/def2-TZVPD.

XYZ file:
```
10
Properties=species:S:1:pos:R:3
C 0.76 -1.35 -0.54
C 0.51 1.05 0.59
O -2.17 0.98 0.73
O -1.09 0.66 -1.43
S -0.60 -1.58 0.46
S -1.06 0.49 -0.05
H 0.66 -1.18 -1.59
H 1.63 -1.75 -0.31
H 0.76 0.57 1.60
H 0.60 2.10 0.53
```

For the frontier orbital gap (alpha / beta), the calculation gives 7.488 / 8.652 eV. The value obtained for the lowest unoccupied orbital energy (alpha / beta) is -0.0532 / -0.0452 Eh. For the max |F|, the calculation gives 4.9 eV Å⁻¹. Its charge is 0. Its relative energy (zero: lowest compared OMol25 entry of this formula, charge and spin) is 4.833 eV. The total energy comes out at -27899.503 eV.

Atomic partial charges in e from the natural (NBO) method, atoms 1 to 4: -0.47 -0.62 -0.90 -0.91